The following is a DFT calculation (ωB97M-V/def2-TZVPD) of a structure of composition C22H48O14S5 in a non-equilibrium geometry.

Geometry as XYZ:
```
89
Properties=species:S:1:pos:R:3
C -2.859 -2.574 -0.703
C -2.544 -2.594 -2.251
C -3.780 -2.955 -3.064
O -3.956 -1.818 -3.846
C -2.973 -0.913 -3.671
O -2.816 0.040 -4.437
O -2.116 -1.318 -2.699
H -3.492 -1.722 -0.455
H -2.007 -2.465 -0.031
H -3.273 -3.559 -0.489
H -1.769 -3.321 -2.495
H -4.554 -3.313 -2.385
H -3.676 -3.826 -3.710
C 2.965 -0.243 2.330
C 3.186 1.264 2.121
C 2.523 2.219 3.167
O 3.522 3.130 3.374
C 4.657 2.779 2.729
O 5.698 3.427 2.735
O 4.507 1.607 2.107
H 3.651 -0.495 3.138
H 3.382 -0.835 1.515
H 1.969 -0.486 2.700
H 2.838 1.510 1.117
H 2.214 1.746 4.099
H 1.651 2.719 2.747
C -1.458 -0.323 -1.475
C -0.602 0.643 -0.558
C -0.631 0.349 0.938
O 0.729 0.237 1.247
C 1.491 0.326 0.157
O 2.698 0.355 0.081
O 0.753 0.508 -0.986
H -1.097 -1.329 -1.259
H -1.296 -0.154 -2.540
H -2.535 -0.280 -1.308
H -0.843 1.677 -0.805
H -1.060 -0.646 1.056
H -1.122 1.178 1.448
C 0.333 -2.295 -1.232
S 2.124 -2.086 -0.697
O 2.621 -3.323 0.090
C 2.905 -2.231 -2.389
H -0.387 -2.192 -0.421
H 0.314 -3.336 -1.555
H -0.064 -1.653 -2.019
H 2.230 -2.933 -2.877
H 3.939 -2.572 -2.333
H 2.774 -1.303 -2.945
C -0.068 -1.531 2.227
S -0.040 -2.662 3.675
O -0.142 -1.646 4.848
C -1.731 -3.335 3.616
H 0.660 -0.730 2.348
H -1.000 -0.967 2.241
H 0.158 -2.046 1.293
H -2.027 -3.647 4.617
H -1.794 -4.076 2.818
H -2.315 -2.463 3.320
C 0.419 3.108 0.428
S -0.431 4.280 -0.744
O -1.001 5.472 0.026
C 1.052 4.826 -1.574
H -0.238 2.670 1.179
H 0.972 3.716 1.144
H 1.054 2.382 -0.079
H 0.946 5.620 -2.314
H 1.447 4.015 -2.186
H 1.787 5.234 -0.880
C -2.864 1.065 1.043
S -3.340 -0.770 0.836
O -2.032 -1.604 0.813
C -3.927 -0.997 2.545
H -2.406 1.338 0.093
H -2.330 1.351 1.949
H -3.833 1.566 1.045
H -4.712 -1.750 2.487
H -4.448 -0.085 2.837
H -3.098 -1.209 3.220
C 3.224 1.105 -2.097
S 2.487 2.327 -3.347
O 2.514 1.598 -4.699
C 0.867 2.205 -2.702
H 4.238 0.939 -2.459
H 2.674 0.175 -2.244
H 3.077 1.497 -1.090
H 0.542 1.168 -2.795
H 0.156 2.942 -3.075
H 0.742 2.301 -1.624
```

Electronic energy: -3910.2743 a.u.
Charge: 0
Energy above the lowest of the compared OMol25 structures with the same formula, charge and spin: 2568.6 kJ/mol
LUMO level: -0.6458 eV

The following is a DFT calculation (ωB97M-V/def2-TZVPD) of a structure of composition C19H20N2O2SZn.

Geometry as XYZ:
```
45
Properties=species:S:1:pos:R:3
Zn -0.072 -0.773 -1.621
O 1.585 -3.124 0.385
C 1.063 -3.046 -0.729
O 1.316 -2.109 -1.595
C 0.019 -4.072 -1.103
C 0.408 -5.411 -1.071
C -0.482 -6.427 -1.370
C -1.797 -6.101 -1.681
C -2.199 -4.776 -1.705
C -1.308 -3.730 -1.430
S -1.982 -2.079 -1.478
H 1.433 -5.645 -0.798
H -0.157 -7.461 -1.356
H -2.514 -6.884 -1.905
H -3.225 -4.521 -1.948
N 0.531 1.005 3.058
C 1.633 0.055 2.646
C 1.465 -0.223 1.164
N 0.132 -0.703 0.830
C -0.948 0.128 1.325
C -0.837 0.404 2.814
H 0.608 1.838 2.472
H 0.639 1.298 4.022
H 1.512 -0.852 3.237
H 2.586 0.524 2.881
H 2.178 -0.981 0.851
H 1.657 0.695 0.591
H 0.031 -1.687 1.064
H -1.896 -0.356 1.096
H -0.925 1.083 0.779
H -0.890 -0.511 3.400
H -1.585 1.112 3.165
C 0.151 1.165 -1.590
C 0.166 2.378 -1.484
C 0.167 3.813 -1.344
C 1.357 4.519 -1.145
C 1.345 5.899 -0.994
C 0.145 6.599 -1.039
C -1.044 5.909 -1.243
C -1.036 4.530 -1.394
H 2.294 3.973 -1.127
H 2.277 6.432 -0.850
H 0.139 7.676 -0.926
H -1.982 6.450 -1.290
H -1.958 3.987 -1.564
```

Electronic energy: -3173.4961 a.u.
Charge: 0
Energy above the lowest of the compared OMol25 structures with the same formula, charge and spin: 11.5 kJ/mol
LUMO level: -0.8424 eV

The following is a DFT calculation (ωB97M-V/def2-TZVPD) of a structure of composition C46H65AlBr3F2N8O8PS in a non-equilibrium geometry.

Geometry as XYZ:
```
135
Properties=species:S:1:pos:R:3
C -6.024 4.561 -3.423
C -4.735 5.444 -3.357
C -3.571 4.936 -4.218
C -3.238 3.478 -3.916
C -3.080 2.557 -4.993
N -2.811 1.277 -4.854
C -2.657 0.928 -3.544
C -2.319 -0.439 -3.242
P -2.132 -1.709 -4.563
C -3.750 -2.413 -5.055
C -1.216 -1.075 -6.012
C -2.109 -0.869 -1.952
C -1.734 -2.267 -1.612
C -0.615 -2.556 -0.821
C -0.315 -3.871 -0.507
N -0.944 -5.002 -0.872
C -2.014 -4.673 -1.604
C -2.451 -3.415 -2.008
C -2.276 0.073 -0.878
C -2.631 1.355 -1.121
C -2.847 2.342 0.017
C -2.119 2.000 1.334
N -2.281 3.225 2.232
N -2.697 0.887 2.061
N -0.669 1.838 1.165
C -2.811 1.821 -2.470
N -3.130 3.135 -2.652
H -6.382 4.233 -2.428
H -5.876 3.683 -4.065
H -6.833 5.151 -3.876
H -5.042 6.428 -3.748
H -4.404 5.631 -2.306
H -3.722 5.083 -5.295
H -2.677 5.516 -3.926
H -3.210 2.936 -6.013
H -3.530 -3.335 -5.623
H -4.388 -2.703 -4.216
H -4.308 -1.770 -5.760
H -1.898 -0.416 -6.579
H -1.015 -1.922 -6.688
H -0.287 -0.561 -5.748
H 0.026 -1.748 -0.462
H 0.563 -4.026 0.134
H -2.628 -5.525 -1.925
H -3.335 -3.323 -2.629
H -2.096 -0.312 0.128
H -2.490 3.325 -0.336
H -3.922 2.495 0.239
H -2.581 4.019 1.663
H -3.113 3.030 2.798
H -3.663 0.716 1.815
H -2.557 0.963 3.061
H -0.364 1.430 2.045
H -0.310 2.791 1.217
C 4.683 2.660 5.680
C 3.590 2.019 6.248
C 2.582 1.523 5.441
C 2.682 1.674 4.066
C 3.763 2.319 3.487
C 4.767 2.814 4.302
N 1.630 1.132 3.210
O 0.678 0.585 3.746
O 1.743 1.249 2.000
H 5.473 3.041 6.313
H 3.528 1.903 7.321
H 1.734 1.024 5.889
H 3.834 2.439 2.415
H 5.618 3.317 3.864
Al -5.120 5.531 -0.483
C 0.191 -6.498 1.939
S -0.162 -6.114 3.661
O 0.725 -6.960 4.495
C -1.799 -6.862 3.686
H 1.197 -6.151 1.710
H 0.133 -7.575 1.779
H -0.524 -5.984 1.299
H -1.727 -7.915 3.416
H -2.450 -6.335 2.987
H -2.199 -6.771 4.694
C 3.509 -2.944 -5.654
C 2.298 -3.246 -6.512
O 1.993 -2.202 -7.422
C 3.000 -1.874 -8.382
C 3.371 -3.035 -9.285
H 3.375 -2.007 -5.105
H 3.666 -3.803 -4.890
H 4.421 -2.854 -6.246
H 1.428 -3.363 -5.865
H 2.418 -4.196 -7.037
H 3.886 -1.471 -7.880
H 2.594 -1.064 -8.989
H 3.809 -3.864 -8.728
H 4.099 -2.711 -10.029
H 2.488 -3.414 -9.801
F 3.798 -5.033 -4.245
F -0.266 3.087 7.445
C -0.457 1.947 8.143
C -0.432 1.988 9.523
C -0.634 0.814 10.237
C -0.847 -0.383 9.564
C -0.864 -0.407 8.175
C -0.673 0.766 7.459
H -0.257 2.929 10.030
H -0.625 0.833 11.319
H -1.000 -1.296 10.123
H -1.026 -1.339 7.650
H -0.691 0.769 6.376
C -4.122 3.020 7.275
Br -4.998 1.460 7.985
Br -3.290 2.659 5.570
Br -5.312 4.535 7.179
H -3.327 3.281 7.963
N 4.624 0.920 -5.812
C 5.879 0.960 -6.357
C 6.748 1.437 -5.394
C 5.993 1.684 -4.236
C 4.677 1.352 -4.522
H 3.792 0.616 -6.288
H 6.050 0.652 -7.375
H 7.807 1.585 -5.520
H 6.357 2.061 -3.295
H 3.790 1.392 -3.913
O -5.683 6.689 2.741
H -5.267 6.203 3.463
H -5.559 7.614 2.980
C 4.374 -2.085 3.468
C 5.687 -2.808 3.642
O 6.481 -1.847 4.339
C 5.638 -1.003 4.984
O 5.976 -0.196 5.785
O 4.349 -1.206 4.593
H 3.518 -2.757 3.482
H 4.342 -1.487 2.553
H 5.594 -3.703 4.260
H 6.148 -3.079 2.695
```

Electronic energy: -11734.5905 a.u.
Charge: +2
LUMO level: -9.8155 eV

The evaluated gap between HOMO and LUMO for the records listed, in turn: 8.27; 6.09; 1.53 eV.